{"formula": "C37H36AsN2O2SSbSe4Tc", "method": "ωB97M-V with the def2-TZVPD basis set", "total_charge": 1, "max_force_ev_per_a": 2.417, "lumo_ev": [-5.42, -5.39], "homo_ev": [-9.977, -9.977], "elements": ["Tc", "Se", "Sb", "Se", "Se", "Se", "C", "C", "C", "N", "C", "C", "H", "H", "H", "H", "H", "C", "C", "C", "C", "N", "H", "H", "H", "H", "H", "H", "H", "H", "H", "O", "As", "C", "C", "C", "C", "C", "C", "C", "C", "C", "C", "C", "C", "C", "C", "C", "C", "C", "C", "H", "H", "H", "H", "H", "H", "H", "H", "H", "H", "H", "H", "H", "H", "H", "C", "C", "O", "S", "C", "C", "C", "C", "C", "C", "C", "C", "H", "H", "H", "H", "H", "H", "H"], "coordinates": [[-0.8580, -1.1750, -1.0328], [0.3388, -3.9730, 3.3797], [-0.8349, -4.0294, 1.3084], [0.5532, -3.0753, -0.7599], [-2.0882, -1.8040, 0.8921], [-1.9391, -5.9253, 0.4218], [-3.5352, 2.9703, -0.2543], [-2.1911, 2.9459, 0.0730], [-1.4530, 1.8156, -0.2236], [-1.9811, 0.7408, -0.8142], [-3.2848, 0.7654, -1.1245], [-4.0884, 1.8575, -0.8690], [-4.1424, 3.8372, -0.0344], [-1.7106, 3.7830, 0.5588], [-0.4007, 1.7574, 0.0243], [-3.6809, -0.1264, -1.5889], [-5.1325, 1.8256, -1.1430], [-3.0008, -2.0434, -4.2826], [-2.6061, -2.8179, -3.0177], [-3.8388, -3.2571, -2.2293], [-1.7233, -4.0176, -3.3704], [-1.8347, -1.9146, -2.2058], [-3.6504, -2.6701, -4.8908], [-2.1201, -1.7771, -4.8653], [-3.5402, -1.1302, -4.0304], [-4.3813, -3.9950, -2.8187], [-4.5048, -2.4157, -2.0335], [-3.5572, -3.7185, -1.2807], [-2.2167, -4.5925, -4.1528], [-1.5794, -4.6684, -2.5055], [-0.7524, -3.6902, -3.7442], [0.6155, 0.0235, -2.0664], [2.1039, 0.4766, -1.4398], [3.4663, 0.0196, -2.6881], [4.7636, 0.4982, -2.5339], [5.7240, 0.1596, -3.4725], [5.3841, -0.6437, -4.5538], [4.0887, -1.1158, -4.7019], [3.1183, -0.7845, -3.7671], [2.2024, -0.5795, 0.1888], [2.3619, 0.0966, 1.5777], [2.9039, -0.8077, 2.5918], [3.3101, -2.0764, 2.3254], [3.3635, -2.5788, 1.0032], [2.8808, -1.8631, -0.0638], [2.1151, 2.3502, -1.0717], [1.1091, 3.1255, -1.6374], [1.0781, 4.4895, -1.3880], [2.0464, 5.0704, -0.5817], [3.0613, 4.2965, -0.0339], [3.1005, 2.9331, -0.2793], [5.0313, 1.1287, -1.6941], [6.7351, 0.5253, -3.3649], [6.1355, -0.8995, -5.2877], [3.8310, -1.7393, -5.5460], [2.0981, -1.1364, -3.8724], [2.7344, 1.1199, 1.6330], [2.8997, -0.4457, 3.6129], [3.6604, -2.7071, 3.1280], [3.8354, -3.5372, 0.8331], [3.1685, -2.1418, -1.0717], [0.3601, 2.6608, -2.2700], [0.3006, 5.0983, -1.8292], [2.0172, 6.1328, -0.3853], [3.8245, 4.7554, 0.5782], [3.9048, 2.3397, 0.1391], [-4.3648, 0.5559, 5.7508], [-3.6289, 1.3354, 6.8081], [-3.9731, 1.4068, 7.9462], [-2.2173, 2.3854, 6.3184], [-1.4463, 1.5737, 4.9571], [-0.8095, 2.4034, 4.0282], [-0.0824, 1.8574, 2.9909], [-0.0117, 0.4711, 2.8290], [-0.6504, -0.3539, 3.7492], [-1.3513, 0.1935, 4.8103], [0.8089, -0.0526, 1.7435], [0.7031, -0.6627, 0.5545], [-5.4176, 0.8274, 5.8259], [-4.2897, -0.5094, 5.9694], [-3.9989, 0.7543, 4.7473], [-0.8911, 3.4765, 4.1290], [0.4210, 2.5120, 2.2854], [-0.5912, -1.4290, 3.6322], [-1.8081, -0.4709, 5.5285]], "atomic_forces_ev_per_a": [[-1.21, 0.47, -2.04], [0.08, -0.05, -0.24], [-0.20, 0.21, 0.50], [0.95, -0.53, 0.25], [-0.47, -0.43, 0.88], [0.13, 0.22, -0.16], [0.01, -0.01, -0.01], [0.00, -0.01, -0.01], [0.09, 0.00, 0.03], [0.25, -0.09, 0.15], [-0.04, -0.02, -0.06], [0.01, 0.01, -0.01], [-0.02, 0.02, 0.01], [0.01, 0.02, 0.01], [-0.16, -0.01, 0.00], [-0.01, -0.01, 0.03], [-0.02, 0.00, -0.01], [0.06, 0.01, 0.09], [0.00, -0.11, -0.22], [0.04, -0.01, 0.10], [0.01, -0.01, 0.09], [0.79, 0.71, 0.78], [-0.02, -0.02, -0.03], [0.03, 0.00, -0.02], [-0.03, 0.01, 0.01], [-0.04, -0.01, -0.02], [-0.01, 0.01, 0.01], [0.00, 0.03, -0.06], [-0.02, -0.05, -0.01], [0.01, 0.05, -0.02], [0.01, 0.01, -0.03], [-0.29, 0.03, -0.08], [0.07, 0.00, 0.03], [-0.03, 0.06, -0.05], [0.00, -0.04, 0.02], [0.00, 0.00, 0.00], [0.00, 0.01, 0.01], [-0.02, 0.00, 0.03], [-0.05, -0.06, 0.02], [0.08, 0.24, -0.16], [-0.09, 0.19, -0.19], [-0.08, -0.11, 0.05], [-0.06, 0.06, 0.04], [-0.09, 0.07, -0.16], [-0.22, -0.20, 0.12], [-0.03, -0.02, 0.02], [0.00, -0.01, -0.10], [-0.01, -0.01, -0.02], [0.02, -0.02, 0.01], [-0.01, 0.02, -0.02], [0.03, -0.01, -0.03], [0.00, 0.02, -0.02], [0.03, 0.01, 0.00], [0.02, -0.01, -0.01], [-0.01, -0.02, -0.03], [0.03, 0.03, 0.00], [-0.03, -0.02, 0.00], [0.02, 0.00, 0.03], [-0.01, -0.02, 0.07], [-0.04, -0.06, -0.03], [0.01, -0.01, 0.06], [0.04, 0.02, 0.05], [-0.01, 0.01, 0.00], [0.01, 0.04, 0.00], [0.02, 0.02, 0.03], [0.00, -0.01, 0.02], [0.00, -0.04, -0.04], [0.12, 0.14, -0.29], [-0.09, 0.01, 0.19], [-0.05, -0.19, 0.21], [0.01, 0.18, -0.19], [-0.09, -0.07, 0.02], [0.08, -0.03, -0.05], [0.08, -0.03, 0.12], [-0.17, -0.03, -0.11], [0.04, -0.01, 0.03], [0.13, 0.12, 0.20], [0.26, -0.71, 0.01], [0.01, 0.03, 0.02], [0.02, -0.01, 0.00], [-0.03, -0.04, 0.01], [0.01, 0.06, 0.02], [0.03, 0.00, 0.02], [0.07, 0.02, 0.07], [-0.01, -0.01, 0.08]]}

---

{"formula": "C37H36Cl3IrN13O6S", "method": "ωB97M-V with the def2-TZVPD basis set", "multiplicity": 2, "total_charge": 2, "max_force_ev_per_a": 4.640, "lumo_ev": [-5.77, -7.21], "homo_ev": [-12.693, -12.693], "relative_energy_kj_mol": 233.3, "elements": ["Ir", "C", "C", "C", "C", "C", "N", "C", "C", "C", "C", "C", "C", "C", "N", "C", "C", "C", "N", "C", "C", "N", "C", "C", "C", "N", "H", "H", "H", "H", "H", "H", "H", "H", "H", "H", "H", "H", "H", "H", "H", "H", "H", "H", "N", "N", "C", "N", "N", "N", "O", "O", "H", "H", "H", "H", "H", "Cl", "C", "C", "C", "C", "C", "C", "N", "C", "C", "N", "C", "O", "C", "C", "C", "Cl", "S", "C", "C", "C", "Cl", "C", "H", "H", "H", "H", "H", "H", "H", "H", "H", "H", "H", "H", "H", "O", "N", "O", "O"], "coordinates": [[-0.6206, 0.5950, 0.1163], [-6.0466, 2.0083, -4.1221], [-5.1708, 1.6443, -2.9649], [-5.5425, 0.6409, -2.0629], [-4.7176, 0.2901, -1.0283], [-3.4773, 0.9480, -0.8093], [-2.6734, 0.5323, 0.2024], [-3.2972, 0.0369, 1.3710], [-4.4176, 0.6673, 1.9132], [-4.9781, 0.2215, 3.0967], [-4.4453, -0.8637, 3.7898], [-5.0394, -1.3343, 5.0868], [-3.3204, -1.4866, 3.2529], [-2.7652, -1.0484, 2.0666], [-1.6526, -1.7552, 1.5211], [-1.5125, -3.0719, 1.3606], [-0.2003, -3.3231, 1.0019], [0.3895, -2.0739, 0.9512], [-0.4839, -1.1059, 1.2866], [-3.1169, 1.9637, -1.7326], [-3.9396, 2.2806, -2.7841], [-1.9539, 2.7405, -1.5412], [-1.8055, 4.0407, -1.8726], [-0.5445, 4.4333, -1.5132], [0.0277, 3.2980, -0.9437], [-0.8278, 2.2778, -0.9678], [-7.0897, 1.7803, -3.9126], [-5.7544, 1.4329, -5.0043], [-5.9570, 3.0634, -4.3755], [-6.4725, 0.1080, -2.2083], [-4.9664, -0.5479, -0.3940], [-4.8184, 1.5390, 1.4121], [-5.8403, 0.7390, 3.4974], [-6.0981, -1.0896, 5.1449], [-4.5443, -0.8516, 5.9317], [-4.9245, -2.4100, 5.2095], [-2.8712, -2.3325, 3.7599], [-2.3512, -3.7333, 1.5020], [0.2497, -4.2767, 0.7932], [1.3959, -1.8128, 0.6647], [-3.6260, 3.0268, -3.5021], [-2.6174, 4.5964, -2.3071], [-0.1038, 5.4064, -1.6328], [1.0085, 3.1694, -0.5255], [1.3437, 0.9175, 1.9002], [0.9226, 1.5733, 3.0427], [-0.2754, 2.2053, 3.0945], [-0.5014, 2.8666, 4.2238], [-1.0600, 2.1352, 2.0063], [-2.2365, 2.8772, 2.0577], [-2.7248, 3.1315, 0.9852], [-2.7380, 3.1765, 3.1239], [1.5715, -0.0460, 2.1220], [2.1741, 1.3661, 1.5440], [1.5381, 1.6086, 3.8424], [0.1913, 2.9021, 4.9516], [-1.4120, 3.2790, 4.3669], [4.4504, -1.0255, 4.1684], [4.7445, -0.7992, 2.4754], [3.9680, -1.4838, 1.5522], [4.1878, -1.2794, 0.1985], [5.1859, -0.4190, -0.2540], [5.3698, -0.1802, -1.7412], [4.5573, 1.0328, -2.1893], [3.1234, 0.7921, -2.0809], [2.3186, 0.2047, -3.0194], [1.0964, 0.0523, -2.4505], [1.1541, 0.5183, -1.1447], [2.3952, 0.9543, -0.9721], [4.9084, -1.2419, -2.5284], [5.5795, -2.5054, -2.3974], [4.5618, -3.5975, -2.3116], [3.6635, -3.8748, -3.2959], [3.5956, -3.1501, -4.8553], [2.5354, -5.0754, -2.8531], [3.2532, -5.2388, -1.3076], [4.3099, -4.3980, -1.1524], [5.9528, 0.2393, 0.7031], [7.1757, 1.3677, 0.2154], [5.7470, 0.0607, 2.0645], [3.2276, -2.1916, 1.9020], [3.5910, -1.8128, -0.5335], [6.4158, 0.0647, -1.9572], [4.7797, 1.2537, -3.2311], [4.8171, 1.8988, -1.5813], [2.6818, -0.0524, -3.9986], [0.1943, -0.3384, -2.8766], [2.8197, 1.3859, -0.0901], [6.2139, -2.5168, -1.5084], [6.2165, -2.6254, -3.2762], [2.8717, -5.9628, -0.6062], [4.9211, -4.3646, -0.2605], [6.3646, 0.5786, 2.7843], [-2.1462, -0.3679, -2.8494], [-2.0915, -1.1641, -1.9326], [-2.9347, -1.9880, -1.6819], [-1.0560, -1.1066, -1.1153]], "atomic_forces_ev_per_a": [[-3.43, -1.22, -2.88], [0.04, -0.07, 0.00], [-0.03, 0.07, -0.03], [0.06, 0.01, 0.00], [0.02, 0.05, -0.03], [-0.13, -0.08, 0.01], [-0.08, 0.09, 1.59], [0.03, 0.10, -0.25], [-0.03, 0.08, 0.05], [0.02, 0.00, 0.01], [-0.06, 0.00, 0.01], [0.02, 0.04, -0.03], [-0.01, -0.07, -0.05], [0.13, -0.21, -0.15], [-0.07, 0.29, 0.29], [0.01, -0.13, 0.04], [-0.05, 0.00, 0.09], [0.01, 0.06, 0.22], [0.37, -0.67, -0.16], [0.14, 0.03, 0.17], [-0.14, 0.00, -0.05], [0.04, -0.12, -0.22], [-0.16, 0.03, -0.05], [0.09, -0.01, 0.06], [-0.08, -0.04, -0.11], [0.04, 0.73, -0.27], [0.00, 0.01, 0.00], [0.01, -0.01, 0.00], [0.00, 0.00, 0.01], [-0.01, 0.00, -0.01], [-0.04, 0.02, 0.01], [-0.03, -0.01, 0.01], [-0.01, -0.01, 0.00], [0.00, -0.01, -0.01], [0.01, 0.01, 0.00], [0.00, 0.00, -0.01], [-0.01, 0.00, 0.00], [0.02, -0.02, 0.07], [0.00, -0.01, -0.02], [-0.06, 0.05, -0.13], [-0.01, 0.01, 0.02], [0.01, -0.02, -0.02], [0.00, 0.00, 0.00], [0.03, 0.00, 0.04], [0.59, 0.20, 0.38], [-0.23, 0.00, 0.04], [0.36, -0.07, 0.08], [-0.25, 0.06, -0.04], [0.89, -0.04, 0.30], [0.17, -0.31, -0.33], [-0.07, 0.23, -0.04], [-0.21, 0.09, 0.12], [-0.04, -0.01, 0.00], [0.15, 0.07, 0.19], [-0.11, 0.01, 0.04], [0.05, -0.01, -0.02], [0.10, -0.04, 0.07], [-0.02, 0.03, -0.02], [0.00, -0.01, 0.01], [0.00, -0.01, -0.03], [0.05, -0.05, 0.04], [-0.03, -0.09, 0.01], [0.05, -0.03, 0.00], [-0.04, 0.15, -0.11], [0.19, -0.01, 0.08], [-0.03, 0.02, -0.15], [0.00, 0.05, 0.24], [1.21, -0.02, 0.88], [-0.23, -0.18, -0.23], [-0.25, -0.04, 0.09], [0.24, 0.01, -0.14], [-0.10, 0.13, 0.28], [0.01, 0.09, -0.24], [0.00, -0.05, 0.17], [-0.13, -0.15, 0.01], [-0.02, 0.04, -0.01], [0.09, 0.03, -0.15], [-0.02, 0.13, 0.00], [0.01, -0.03, 0.00], [-0.03, 0.01, 0.01], [0.00, -0.01, -0.01], [0.04, -0.01, -0.01], [0.03, -0.13, 0.08], [0.00, 0.01, 0.00], [0.00, 0.02, -0.05], [0.00, -0.03, 0.00], [-0.01, 0.00, -0.04], [0.07, 0.09, 0.02], [-0.01, 0.01, 0.00], [0.03, -0.04, 0.02], [0.02, -0.04, -0.01], [0.00, 0.02, 0.00], [0.00, 0.01, 0.00], [0.30, -0.02, -0.21], [-0.61, 0.58, -0.26], [0.09, -0.42, 0.09], [0.97, 0.73, 0.63]]}